Arrangement 1

Computed, not measured: the ion C5H10NO with charge +1, with the ωB97M-V functional and the def2-TZVPD basis.

- SMILES string: C=CC[C@@H]([NH3+])C=O
- LUMO level: -3.72 eV
- Charge: +1
- HOMO-LUMO gap: 0.380 Ha

The geometry in XYZ format:
```
17
C5H10NO, DFT the ωB97M-V functional and the def2-TZVPD basis
O -0.310 -0.280 2.736
C 0.607 -0.239 1.958
C 0.592 0.808 0.821
C 0.883 -0.261 -0.443
C -0.389 -0.863 -0.962
C -0.635 -1.143 -2.283
N -0.790 1.401 0.728
H 1.456 -0.946 1.855
H 1.334 1.603 1.070
H 1.246 0.380 -1.198
H 1.599 -1.065 -0.352
H -1.086 -1.353 -0.214
H 0.045 -0.795 -2.962
H -1.385 -1.694 -2.791
H -1.015 1.657 -0.287
H -1.143 0.543 1.071
H -1.008 2.248 1.253
```

---

Arrangement 2

Computed, not measured: the ion C5H10NO with charge +1, with the ωB97M-V functional and the def2-TZVPD basis.

- SMILES string: [NH3+]/C=C/CCC=O
- LUMO level: -3.90 eV
- Charge: +1
- HOMO-LUMO gap: 0.340 Ha

The geometry in XYZ format:
```
17
C5H10NO, DFT the ωB97M-V functional and the def2-TZVPD basis
O 1.591 1.778 -0.716
C 1.270 1.663 0.437
C 1.605 0.392 1.183
C 0.337 -0.493 1.253
C -0.334 -0.614 -0.098
C -1.462 -1.302 -0.276
N -2.382 -0.998 -1.410
H 0.847 2.552 0.933
H 1.918 0.610 2.202
H 2.384 -0.143 0.650
H -0.395 -0.077 1.939
H 0.479 -1.524 1.591
H 0.107 -0.248 -1.029
H -1.802 -2.112 0.358
H -2.139 -0.035 -1.663
H -2.352 -1.553 -2.272
H -3.349 -0.944 -1.085
```

---

Arrangement 3

Computed, not measured: the ion C5H10NO with charge +1, with the ωB97M-V functional and the def2-TZVPD basis.

- SMILES string: C=C([NH3+])CCC=O
- LUMO level: -3.39 eV
- Charge: +1
- HOMO-LUMO gap: 0.406 Ha

The geometry in XYZ format:
```
17
C5H10NO, DFT the ωB97M-V functional and the def2-TZVPD basis
O 1.421 0.757 -1.277
C 1.714 -0.363 -0.954
C 1.372 -0.879 0.472
C 0.120 -0.181 1.239
C -1.088 -0.060 0.382
C -2.099 -0.909 0.258
N -1.152 1.325 -0.265
H 2.272 -1.067 -1.574
H 2.170 -0.889 1.207
H 1.077 -1.929 0.381
H -0.143 -0.847 2.062
H 0.588 0.652 1.779
H -3.098 -0.541 0.076
H -2.106 -1.772 0.924
H -0.223 1.421 -0.733
H -1.153 2.041 0.470
H -1.896 1.679 -0.870
```

---

Arrangement 4

Computed, not measured: a structure of composition C5H10NO, with the ωB97M-V functional and the def2-TZVPD basis.

- LUMO level: -4.35 eV
- Charge: +1
- HOMO-LUMO gap: 0.342 Ha

The geometry in XYZ format:
```
17
C5H10NO, DFT the ωB97M-V functional and the def2-TZVPD basis
C -0.589 -0.328 -1.074
C -1.660 0.348 -0.540
C 0.676 -0.758 -0.462
C 1.086 0.599 -0.710
C 0.408 -1.227 0.944
N 1.003 1.510 0.204
O -1.834 0.702 0.751
H -0.602 -0.359 -2.150
H -2.314 0.720 -1.262
H 1.178 -1.461 -1.107
H 1.280 0.854 -1.717
H -0.552 -1.794 0.959
H 0.294 -0.388 1.561
H 1.170 -1.895 1.241
H -2.761 0.799 1.135
H 0.912 1.409 1.188
H 1.166 2.469 -0.017
```

---

Energies relative to the most stable structure are arrangement 1 0.0431; arrangement 2 0.0108; arrangement 3 0.0000; arrangement 4 0.0060, reported in hartree.